No. 1
Density functional theory data (ωB97M-V/def2-TZVPD) for C16H19MnN4O8P as an isolated structure.

Structure (XYZ):
```
49
Properties=species:S:1:pos:R:3:forces:R:3:mulliken_charge:R:1
Mn -0.21583 -1.11133 -0.48050 0.5 -0.9 1.7 0.5287
O -1.09377 -2.54319 0.72847 -0.2 -0.3 -0.1 -0.5904
C -0.85697 -2.91085 1.88723 0.1 0.0 0.4 -0.3103
C -0.03840 -2.23749 2.85009 0.4 0.5 -0.4 0.3992
C 0.04734 -2.73243 4.15526 0.1 0.0 0.4 -0.4494
C 0.80339 -2.07607 5.10286 -0.3 0.1 -1.2 -0.3354
C 1.53387 -0.92146 4.76300 0.0 -0.1 0.0 -0.3738
C 1.50386 -0.43565 3.49144 -0.1 0.0 -0.1 -0.7008
C 0.70414 -1.04975 2.48102 -0.3 -0.4 0.3 0.2963
O 0.66236 -0.56227 1.31000 -0.2 0.3 -0.7 0.2130
N 0.84585 -2.56378 6.44697 0.0 -0.2 0.4 0.9854
O 0.35444 -3.65336 6.66876 -0.1 -0.2 0.1 -0.6242
O 1.36394 -1.85667 7.28944 0.1 0.1 0.2 -0.6184
H -1.31736 -3.85098 2.22778 -0.1 0.1 0.0 0.3526
H -0.49815 -3.62314 4.43236 0.0 -0.1 0.1 0.4882
H 2.11889 -0.44895 5.53836 0.0 0.1 0.0 0.4917
H 2.07992 0.42952 3.20392 0.0 0.1 0.0 0.4467
C -2.07342 1.05531 -5.18810 0.0 -0.2 0.4 -1.2437
C -1.88891 0.26009 -3.90473 -0.2 -0.4 -0.5 -0.1489
O -1.26265 1.12321 -2.96189 0.2 -0.2 1.0 -0.2157
P -1.18330 0.83721 -1.35986 -0.9 2.9 -1.3 0.5728
O -0.17632 2.04279 -1.03946 -0.4 -0.3 0.3 -0.1915
C 1.22281 1.80872 -1.25735 0.7 -0.2 0.1 0.3436
C 1.97936 3.10659 -1.05597 -0.3 -0.3 0.0 -1.5277
O -2.54043 1.42451 -0.74450 0.6 -1.1 -0.2 -0.3578
C -2.83227 2.81735 -0.55332 -0.2 0.6 0.1 -0.2027
C -3.03576 3.56256 -1.86122 0.1 -0.3 0.2 -0.9969
H -2.42805 0.41265 -5.98820 -0.1 -0.1 -0.1 0.4002
H -1.12397 1.49489 -5.48130 0.1 0.0 -0.1 0.2953
H -2.79129 1.85517 -5.03030 -0.1 0.1 0.0 0.2889
H -1.25571 -0.62000 -4.07552 -0.1 0.1 0.1 0.2915
H -2.85324 -0.07934 -3.51323 0.0 0.0 -0.1 0.3469
H 1.37611 1.42593 -2.27285 0.0 0.0 0.1 0.3238
H 1.56730 1.05180 -0.53665 0.0 0.3 -0.2 -0.0266
H 1.69169 3.84118 -1.80323 0.0 0.1 -0.1 0.3896
H 3.04414 2.91055 -1.13740 0.1 0.0 0.0 0.3983
H 1.77116 3.51000 -0.06947 0.0 0.0 0.1 0.3514
H -2.01953 3.27323 0.01748 -0.1 -0.1 0.0 0.2463
H -3.74624 2.82648 0.04964 0.2 0.0 -0.1 0.3693
H -2.12056 3.52917 -2.44657 0.0 0.1 -0.1 0.2549
H -3.28942 4.59898 -1.64963 0.0 0.1 0.0 0.4102
H -3.84176 3.11148 -2.43607 -0.1 0.0 -0.1 0.2676
O 0.75083 -2.28977 -1.65582 0.3 0.4 -0.2 -0.4706
N 1.64072 -3.20266 -1.49151 1.0 -1.1 0.0 -0.4365
C 2.77462 -2.90757 -0.90125 -1.4 0.4 -0.4 0.4025
C 3.77401 -3.88075 -0.72274 0.4 -0.8 -0.1 0.0724
N 4.63028 -4.62317 -0.54640 0.2 -0.2 0.0 -0.4138
C 3.04949 -1.60805 -0.41414 0.0 1.1 0.1 0.4529
N 3.19280 -0.52070 -0.06492 0.2 -0.2 -0.1 -0.4449
```
Forces are in eV/Å.

The calculated total energy comes out at -79847.013 eV. Its total charge is 0. Its frontier orbital gap (spin up / spin down) is 0.301 / 0.295 Eh. The HOMO energy (spin up / spin down) is -8.8 / -8.9 eV. For the max |F|, the calculation gives 0.0647 hartree/bohr. The spin multiplicity is 6.

No. 2
Density functional theory data (ωB97M-V/def2-TZVPD) for C16H20AuF4N6O as an isolated structure.

Structure (XYZ):
```
48
Properties=species:S:1:pos:R:3:forces:R:3:mulliken_charge:R:1
Au 10.04491 11.54201 5.43582 1.4 0.2 -0.2 0.4862
C 7.06106 16.62736 4.91129 1.4 0.8 -0.8 -0.9878
C 6.45070 15.61555 5.87570 -2.5 0.6 -0.1 -0.2864
N 6.67843 14.26104 5.35440 0.6 0.4 1.7 0.4064
C 5.58446 13.33693 5.27329 -0.3 -1.4 -2.1 -0.6385
C 5.26797 12.53185 6.50690 -0.1 -0.7 1.6 -0.9666
C 8.02860 13.69048 5.20765 -0.6 0.3 0.1 -0.7467
C 9.14994 14.22930 6.12943 0.6 1.5 0.2 -0.4653
N 10.36629 13.53473 5.64144 0.2 -0.3 1.0 -0.2870
C 11.58234 14.03482 5.88114 1.8 1.8 -0.2 0.4432
C 12.80056 13.79342 5.12704 -1.4 -2.6 -0.9 0.4583
F 12.69540 12.66802 4.29736 0.6 1.5 0.7 -0.3617
C 13.94889 14.54251 5.17496 0.9 -0.5 -1.2 0.2262
F 15.02747 14.12898 4.41422 -1.7 0.7 1.3 -0.2493
C 13.96265 15.76438 5.86710 -1.0 0.8 0.7 -0.3806
C 12.79714 16.11977 6.60291 -0.1 0.5 0.3 -0.1054
F 12.56588 17.35113 7.13786 1.0 -1.9 -0.4 -0.2043
C 11.83244 15.14617 6.79763 -1.6 -0.8 -0.5 0.4528
F 10.90837 15.14278 7.74623 0.3 1.3 0.4 -0.2455
H 8.15266 16.37970 4.82036 -0.9 0.5 0.0 0.1823
H 6.97844 17.66480 5.29150 0.0 -0.7 0.1 0.3608
H 6.68924 16.69038 3.85944 -0.2 -0.6 1.0 0.3475
H 5.30074 15.73119 5.96694 1.9 -0.2 -0.3 0.4287
H 6.81550 15.81788 6.91937 0.2 -0.8 -0.9 0.3064
H 5.85335 12.57140 4.49080 -0.2 0.9 0.4 0.3611
H 4.65118 13.80663 4.96486 0.3 0.6 -0.1 0.5554
H 5.14612 13.17362 7.40849 0.3 -0.6 -0.5 0.3067
H 5.91905 11.64170 6.64804 0.1 1.0 0.3 0.2393
H 4.30672 12.04109 6.35855 -0.2 0.3 -0.2 0.4155
H 8.29915 13.75314 4.13296 -0.1 0.0 0.5 0.2089
H 7.88548 12.62886 5.47609 0.1 0.3 -0.3 0.2838
H 8.89579 14.08784 7.22131 0.4 -0.3 -1.2 0.2076
H 9.44062 15.31749 6.03449 -1.2 -1.0 -0.1 0.5251
H 14.80174 16.46059 5.90293 0.0 -0.3 -0.3 0.4913
N 12.80060 7.05320 6.28487 -1.5 1.5 -1.2 -0.4114
C 11.54909 7.60560 5.97615 -0.2 -0.2 -2.0 0.3866
C 11.40096 8.99782 5.69011 0.5 0.5 1.3 0.1148
N 10.18990 9.55218 5.51397 -1.3 -1.2 -0.3 -0.3475
C 9.05387 8.78503 5.51967 1.3 -1.0 0.8 0.0832
C 9.24932 7.37892 5.65340 2.0 0.6 0.1 -0.3568
N 10.49139 6.78113 5.68617 -0.8 1.9 1.7 -0.4018
H 13.56450 7.74894 6.24633 -0.6 -1.0 0.2 0.2207
H 12.91802 6.23419 5.69785 0.5 -0.5 0.5 0.3107
H 12.28201 9.71411 5.78359 -1.4 -1.0 -0.1 0.1175
H 8.03539 9.24368 5.52219 1.3 -0.4 -0.2 0.3381
H 8.40038 6.75023 5.85270 -0.2 -0.5 -0.7 0.4032
O 14.92369 9.83887 3.84763 -7.1 9.7 6.4 0.1438
N 14.29463 10.69558 4.42968 7.3 -9.8 -6.6 0.6305
```
Forces are in eV/Å.

The calculated total energy comes out at -42429.316 eV. Its total charge is +3. Its frontier orbital gap (spin up / spin down) is 0.120 / 0.122 Eh. The HOMO energy (spin up / spin down) is -17.6 / -17.7 eV. For the max |F|, the calculation gives 0.2704 hartree/bohr. The spin multiplicity is 3.

No. 3
Density functional theory data (ωB97M-V/def2-TZVPD) for C16H20BCl3MnO3 as an isolated structure.

Structure (XYZ):
```
44
Properties=species:S:1:pos:R:3:forces:R:3:mulliken_charge:R:1
C -0.77413 0.57448 -2.63852 0.6 -0.4 0.0 1.4766
C -1.61244 -0.56546 -2.45008 1.0 -0.2 0.0 0.1205
C -0.77712 -1.71363 -2.29577 0.5 0.6 -0.2 1.2749
C -3.08485 -0.59662 -2.62393 -0.7 0.1 0.4 -1.6804
C 0.60080 -1.29624 -2.44685 -0.9 0.4 0.6 0.6974
C 0.60150 0.13406 -2.64075 -0.8 -0.4 0.3 0.3143
C 1.81151 0.96921 -2.81309 0.4 0.3 0.1 -1.4659
C -1.24437 1.92913 -3.00655 -0.1 0.7 0.1 -1.8179
C -1.25596 -3.11199 -2.20534 -0.2 -0.7 0.3 -1.8014
C 1.80637 -2.15210 -2.36841 0.4 -0.3 0.0 -1.5561
Mn -0.08251 -0.35100 -0.64973 0.7 0.5 -0.1 0.1538
Cl -1.92934 0.02532 1.16917 0.2 -0.1 -1.0 -0.2044
Cl 0.84880 1.50371 0.21235 -0.2 -0.9 -1.4 -0.2030
Cl 0.78640 -2.03278 0.61873 -0.6 0.4 -1.0 -0.3654
H -3.55274 0.35572 -2.34548 0.1 -0.2 0.0 0.3781
H -3.54630 -1.40237 -2.03884 0.1 0.2 -0.1 0.3706
H -3.36174 -0.78255 -3.67480 0.3 0.0 0.2 0.3142
H -2.13943 -3.19970 -1.55620 0.3 0.0 -0.1 0.4033
H -0.46763 -3.77290 -1.82296 -0.3 0.2 0.0 0.3207
H -1.54962 -3.49722 -3.19484 0.1 0.2 0.2 0.3090
H 1.65268 -2.96930 -1.65625 0.1 0.2 -0.2 0.3673
H 2.66417 -1.56128 -2.02803 -0.2 -0.2 -0.1 0.3356
H 2.05825 -2.57725 -3.34330 -0.1 0.1 -0.1 0.3492
H 2.64533 0.52962 -2.25118 -0.2 0.3 -0.1 0.3222
H 1.66484 1.98870 -2.43811 0.1 -0.2 0.0 0.3708
H 2.11969 1.02039 -3.86307 -0.2 -0.1 0.0 0.3165
H -2.14376 2.21298 -2.44248 0.3 0.0 -0.1 0.4140
H -1.51316 1.98357 -4.07482 0.1 -0.2 0.3 0.3011
H -0.45808 2.67594 -2.83675 -0.3 -0.1 0.1 0.3759
O 2.52171 3.62229 -0.45918 0.7 -0.1 0.5 -0.7454
H 3.32993 3.90273 0.04836 -1.1 -0.5 -0.6 0.1664
O -0.02883 -0.77990 2.98003 -0.7 0.7 -0.5 -0.4686
B -0.51583 0.28862 2.20722 0.9 0.0 1.7 1.0163
O -0.19113 1.51814 2.76255 -0.5 -0.5 -0.4 -0.4629
C 0.35172 1.21323 3.97866 -0.4 -0.8 0.6 0.7735
C 0.49584 2.09828 5.01979 0.1 -0.5 0.4 -0.8914
C 0.54568 1.50408 6.29358 0.3 0.0 -0.3 -0.4147
C 0.55878 0.10913 6.45836 0.3 0.2 0.4 -0.4651
C 0.53492 -0.76907 5.37074 0.2 -0.2 0.1 -0.8339
C 0.40052 -0.18644 4.13631 -0.3 1.4 0.1 0.5521
H 0.50200 3.16753 4.82464 -0.2 -0.2 0.3 0.4565
H 0.57179 2.16496 7.15619 0.1 -0.3 0.0 0.3536
H 0.59016 -0.31435 7.46835 0.0 0.3 -0.4 0.3371
H 0.56559 -1.85967 5.46028 -0.1 0.5 0.1 0.4352
```
Forces are in eV/Å.

The calculated total energy comes out at -92621.530 eV. Its total charge is 0. Its frontier orbital gap (spin up / spin down) is 0.170 / 0.138 Eh. The HOMO energy (spin up / spin down) is -7.3 / -6.1 eV. For the max |F|, the calculation gives 0.0373 hartree/bohr. The spin multiplicity is 2.

No. 4
Density functional theory data (ωB97M-V/def2-TZVPD) for C16H20BClF9N4O2PtS2 as an isolated structure.

Structure (XYZ):
```
56
Properties=species:S:1:pos:R:3:forces:R:3:mulliken_charge:R:1
Pt -0.21902 -0.20233 0.21344 -0.9 0.3 -1.2 1.3331
C 3.43865 0.91174 -0.85155 0.2 -0.6 0.2 -0.4523
N 2.42348 1.91725 -0.96330 -0.6 0.5 0.1 0.5037
C 2.21204 2.78021 -1.99768 -0.2 0.7 -0.2 -0.5943
C 1.15986 3.56577 -1.64934 0.6 0.1 -0.7 -0.3230
N 0.72690 3.19459 -0.41059 0.0 -0.2 0.2 0.4120
B -0.38836 3.89608 0.41109 0.3 -0.2 -0.1 0.0506
N -1.75690 3.37381 -0.11364 -0.5 -0.4 0.1 0.3552
C -2.47280 3.98921 -1.09635 -0.4 0.2 -0.3 -0.4179
C -3.61436 3.29539 -1.31790 0.0 0.2 -0.2 -0.4512
N -3.59294 2.22225 -0.46558 0.7 0.4 0.0 0.3919
C -4.57456 1.18304 -0.34864 -0.2 -0.4 0.1 -0.8697
C -2.44273 2.28297 0.26284 -0.5 0.1 0.0 -0.6967
S -2.11117 1.14127 1.46562 1.0 -1.1 -0.2 -0.3856
C 1.48295 2.15723 -0.02101 0.4 -0.3 0.8 -0.7257
S 1.40756 1.29470 1.44347 0.5 0.0 0.6 -0.4548
H 3.99941 0.85729 -1.78065 0.0 0.1 -0.1 0.3062
H 2.97100 -0.05920 -0.65297 0.1 0.2 -0.1 0.0671
H 4.10347 1.15462 -0.01963 0.0 0.0 -0.1 0.3008
H 2.81242 2.75811 -2.88301 0.1 0.0 -0.2 0.4227
H 0.70210 4.36755 -2.19411 -0.1 0.1 -0.1 0.4434
H -0.26470 3.64198 1.55902 0.0 0.0 0.3 -0.0895
H -0.33808 5.06524 0.16172 -0.1 0.4 -0.1 -0.2164
H -2.12493 4.89349 -1.54944 0.1 0.2 -0.1 0.4529
H -4.43021 3.47562 -1.98577 -0.1 0.0 -0.2 0.4622
H -5.20915 1.18128 -1.23298 0.0 0.1 0.0 0.3301
H -5.18548 1.33571 0.54492 0.0 -0.1 -0.1 0.2863
H -4.06418 0.22222 -0.25115 -0.1 0.1 0.0 0.3173
C -1.55231 -2.98776 3.64491 0.2 -0.1 -0.2 -1.3731
C -0.61300 -1.99125 2.99774 -0.1 -0.3 0.3 0.9507
C 0.15687 -1.05749 3.87661 0.1 0.2 -0.2 -1.0761
O -0.51568 -1.95909 1.79182 -0.2 0.1 0.5 -0.6631
H -1.27702 -3.20850 4.67176 0.0 0.0 0.1 0.4174
H -1.55609 -3.90114 3.05154 0.0 0.0 0.0 0.3047
H -2.56032 -2.57414 3.62923 -0.1 0.1 0.0 0.2762
H 0.19605 -1.38653 4.91071 0.0 0.0 0.1 0.4413
H -0.31963 -0.07756 3.81264 0.0 0.1 0.1 0.2168
H 1.15749 -0.93693 3.46303 0.0 0.0 0.0 0.2600
F 2.56890 -4.23587 -2.53629 0.2 -0.3 0.1 -0.3090
C 2.10974 -3.01484 -2.19211 0.2 -0.1 -0.3 0.4135
F 3.04874 -2.14905 -2.57883 0.1 0.3 0.1 -0.2366
F 1.03470 -2.80333 -2.95566 -0.3 0.2 0.0 -0.2653
C 1.77831 -2.85254 -0.66068 0.0 -1.1 -0.5 1.5770
O 1.71432 -1.60211 -0.31090 -0.9 1.2 0.4 -1.1973
C 2.92045 -3.58733 0.12510 0.2 -0.2 0.2 0.3074
F 2.91161 -3.25658 1.41496 -0.2 0.2 0.3 -0.2398
F 2.86612 -4.93421 0.07857 -0.1 -0.2 -0.1 -0.2980
F 4.13365 -3.25240 -0.34007 0.1 0.2 -0.2 -0.2711
C 0.46358 -3.68607 -0.43686 -0.3 -0.3 -0.2 0.0913
F 0.39274 -4.76297 -1.25095 0.0 -0.2 -0.1 -0.3167
F 0.35745 -4.18027 0.80269 0.1 0.0 0.3 -0.3113
F -0.63003 -2.96737 -0.68281 0.0 0.0 -0.1 -0.2107
Cl 0.42218 0.31409 -2.92659 0.3 -0.2 -0.4 -0.2166
C -0.89718 0.31026 -1.73790 -0.1 -0.3 1.1 -0.7969
H -1.60302 -0.45210 -2.09411 0.1 0.1 0.2 0.6161
H -1.35888 1.29594 -1.84446 0.1 -0.1 0.3 0.1507
```
Forces are in eV/Å.

The calculated total energy comes out at -89549.312 eV. Its total charge is -1. Its frontier orbital gap (spin up / spin down) is 0.216 / 0.222 Eh. The HOMO energy (spin up / spin down) is -3.4 / -3.6 eV. For the max |F|, the calculation gives 0.0306 hartree/bohr. For the relative energy (zero: lowest compared OMol25 entry of this formula, charge and spin), the calculation gives 2.841 eV.

No. 5
Density functional theory data (ωB97M-V/def2-TZVPD) for C16H20F9N4O2PtS as an isolated structure.

Structure (XYZ):
```
53
Properties=species:S:1:pos:R:3:forces:R:3:mulliken_charge:R:1
Pt 0.09864 -0.36675 0.01644 -0.2 -0.5 0.3 1.0353
C -3.70289 -3.66216 0.53253 0.0 0.0 -0.1 -0.8311
N -3.99843 -2.25529 0.26728 0.0 0.0 0.0 0.1055
C -5.36302 -1.81306 -0.03249 0.1 0.0 0.0 -0.8341
C -2.99411 -1.39394 0.22762 -0.1 0.0 0.1 0.0996
O -1.81194 -1.71647 0.42281 0.1 0.2 -0.2 -0.7772
H -4.63448 -4.19275 0.70293 0.0 0.0 0.0 0.3234
H -3.06982 -3.74722 1.41284 0.0 0.0 0.0 0.2778
H -3.17980 -4.11538 -0.30978 0.0 0.0 0.0 0.2857
H -6.05966 -2.57766 0.29680 0.0 0.0 0.0 0.2766
H -5.50824 -1.65409 -1.10054 0.0 0.0 0.0 0.3290
H -5.59327 -0.89387 0.50256 0.0 0.0 0.0 0.3422
H -3.28751 -0.35658 0.02411 0.0 0.0 0.0 0.4130
F 3.53424 3.00530 -2.28849 0.0 0.1 -0.1 -0.2495
C 3.14207 2.28755 -1.23860 -0.1 0.0 0.0 0.4454
F 3.64632 2.84169 -0.13652 0.0 0.0 0.0 -0.2238
F 3.67026 1.06603 -1.35417 0.0 -0.1 0.0 -0.2302
C 1.58525 2.18759 -1.13157 0.1 0.0 0.1 0.9861
O 1.31172 1.24996 -0.17368 0.0 0.3 -0.2 -1.0011
C 0.99392 1.84197 -2.53068 0.0 0.0 0.1 0.3753
F 1.64372 0.79848 -3.06716 0.0 0.0 -0.1 -0.2350
F 1.06197 2.85718 -3.38420 0.0 0.0 0.0 -0.2475
F -0.29661 1.48552 -2.42605 0.0 0.0 0.0 -0.2170
C 0.99433 3.54820 -0.63737 0.1 -0.1 0.0 0.5716
F 1.26105 3.72863 0.65554 0.0 0.0 0.1 -0.1970
F 1.47708 4.58831 -1.31203 0.1 0.1 0.0 -0.2493
F -0.33731 3.54398 -0.77422 -0.1 0.0 0.0 -0.2484
S 1.31224 -2.78745 -3.65569 0.0 0.0 -0.1 -0.1035
C -0.23499 -2.10461 -3.90120 0.0 0.0 0.0 -0.3125
C -0.62132 -1.42229 -2.80192 0.1 -0.1 0.2 -0.5649
N 0.30061 -1.44481 -1.77653 0.0 0.1 -0.1 0.0849
C 1.36860 -2.13263 -2.10117 -0.1 0.0 0.0 -0.0142
H -0.76949 -2.22839 -4.82835 0.0 0.0 0.0 0.4402
H -1.54210 -0.87555 -2.67995 0.0 0.0 0.0 0.4026
H 2.21395 -2.25888 -1.44299 0.0 0.0 0.0 0.3986
N -0.15018 0.44048 1.93715 0.0 -0.2 -0.2 -0.5006
C 0.09625 0.77835 3.01192 0.2 0.2 0.4 0.7353
N 0.41675 1.17235 4.21058 0.0 0.0 0.0 -0.0378
C 1.59562 2.04834 4.40459 -0.1 0.0 0.0 -0.7895
C 1.14909 3.43608 4.83460 0.0 0.0 0.0 -0.4301
C 0.22786 3.35713 6.05094 0.0 0.0 0.0 -0.7024
C -0.97865 2.46415 5.76555 0.0 0.0 0.0 -0.5051
C -0.53162 1.07357 5.34041 0.1 0.0 -0.1 -0.7873
H 2.16082 2.06939 3.47506 0.0 0.0 0.0 0.4800
H 2.21801 1.58538 5.17339 0.0 0.0 0.0 0.2556
H 0.62799 3.91657 4.00131 0.0 0.0 0.0 0.2319
H 2.03229 4.03774 5.05344 0.0 0.0 0.0 0.3545
H -0.10426 4.35550 6.33568 0.0 0.0 0.0 0.3284
H 0.78452 2.95407 6.90394 0.0 0.0 0.0 0.3242
H -1.58292 2.90379 4.96651 0.0 0.0 0.0 0.2922
H -1.61729 2.37756 6.64577 0.0 0.0 0.0 0.3467
H -1.36702 0.44724 5.03507 0.0 0.0 0.0 0.4453
H -0.01189 0.56982 6.15847 0.0 0.0 0.0 0.3020
```
Forces are in eV/Å.

The calculated total energy comes out at -65504.777 eV. Its total charge is +1. Its frontier orbital gap (spin up / spin down) is 0.321 / 0.269 Eh. The HOMO energy (spin up / spin down) is -11.0 / -12.1 eV. For the max |F|, the calculation gives 0.0116 hartree/bohr. The spin multiplicity is 3.

Which of these has the highest total charge?
C16H20AuF4N6O